# 1
This record from the Open Molecules 2025 dataset describes C49H37Cl2N7O6Tb as an isolated structure at a distorted geometry. The level of theory is wB97M-V/def2-TZVPD.

As for the molecular weight: 1049.709 g/mol. The spin multiplicity is 7. Its total charge is -1. Its HOMO-LUMO gap (alpha / beta) is 3.71 / 4.69 eV. For the relative energy (zero: lowest compared OMol25 entry of this formula, charge and spin), the calculation gives 52.55 kcal per mole.

Last column: Mulliken spin population.
Element x y z (Å)
C: -4.23740 -1.46677 -3.32370  -0.087
O: -0.12363 2.42080 3.09152  -0.001
C: -1.95291 3.42908 6.40607  0.000
H: 0.10635 3.43570 -6.43553  0.000
C: -1.03235 4.62593 6.68043  0.000
Cl: 4.52571 -6.77978 3.93530  0.000
C: -2.57229 -3.12871 -3.81921  -0.102
C: -3.98072 -2.12265 5.58185  -0.001
O: 0.10545 0.92209 3.22010  0.004
C: 3.79908 -4.34124 4.78365  0.000
C: 0.27989 1.80400 -2.15739  0.124
C: 1.99503 3.25303 -9.24660  -0.006
O: -0.56138 -2.20994 3.26242  0.013
C: 2.79550 -5.07441 2.69078  0.001
C: -1.43354 1.14189 -0.03824  -0.072
N: -2.06450 -0.27782 0.11604  0.102
N: -0.02249 1.02231 0.16623  0.374
C: -0.85552 2.63118 4.10244  0.001
H: -1.28153 5.42590 5.97291  0.000
C: 3.67525 -5.31338 3.80820  0.001
C: 3.19144 2.36288 -7.36755  -0.005
H: -2.97100 1.93948 -1.35077  0.003
C: 2.49394 1.39117 -3.13182  0.159
H: -4.26338 -2.87087 -5.06208  0.019
H: -3.92836 -0.54747 1.87284  -0.001
H: -2.81058 -3.32602 6.98873  0.000
C: 1.27587 -4.38771 0.48772  0.003
H: 0.99889 4.35142 -12.14104  0.000
H: -2.59748 2.50008 8.21387  0.000
H: -4.89362 -2.09928 6.18569  0.000
N: -1.87930 -0.69184 1.44258  0.023
O: 2.21940 -1.49589 3.19738  0.006
H: 5.06332 0.28841 -2.51078  0.006
N: 3.00637 1.57678 -4.42957  0.027
C: -2.91736 -0.91612 2.19704  0.002
H: -3.34975 4.36946 5.24699  0.000
N: 1.53677 -3.44967 1.38488  0.007
C: 1.58152 -5.74355 0.70113  0.000
C: 2.02733 2.21467 -5.15079  -0.034
N: 2.35665 -0.09413 0.18698  -0.010
C: -1.63147 -2.05972 4.00239  0.006
C: -2.29841 -1.74844 -1.89043  -0.098
C: 2.94578 0.73766 -1.99901  -0.052
C: 0.89588 3.15331 -7.10148  -0.008
H: 4.32830 -4.58772 5.68498  0.000
H: -4.92660 -1.04657 4.05495  0.000
C: 2.06787 2.55373 -6.56872  0.009
C: -1.91985 1.76672 -1.31549  0.181
H: -1.90348 1.60049 0.83182  0.048
H: -1.91637 1.41465 6.97571  0.000
H: 0.72526 -4.03191 -0.37808  -0.001
H: -0.01226 4.00419 -8.80295  0.000
H: 5.43828 -1.14434 -0.57714  0.000
H: 3.69754 -1.35717 1.17371  0.007
N: 0.91825 2.41035 -4.41687  0.043
C: -1.44454 2.83564 5.17654  -0.005
C: 2.58549 -2.70858 3.44370  0.002
C: 3.12965 2.69942 -8.71909  0.003
H: -0.88895 2.37083 7.99874  0.000
C: -2.81569 -2.74217 6.04442  0.002
H: -0.87269 -3.21449 -2.48430  0.053
H: 3.96839 2.40372 -9.37742  0.000
C: -1.81216 -2.69752 -2.74913  0.209
C: -1.65634 -2.67515 5.31931  -0.004
C: -3.99122 -1.48480 4.35386  0.003
C: 2.04069 0.60888 -0.89349  0.020
H: 0.87345 5.31233 -10.60338  0.000
C: -1.42469 -1.24217 -0.75327  0.350
H: -4.03425 2.89769 6.08384  0.000
O: 1.97094 3.54604 -10.57528  -0.001
C: 0.86233 4.33688 -11.07967  0.000
C: -3.42567 3.80807 6.18566  0.000
H: 0.00330 4.40364 6.50306  0.000
C: 2.37830 -6.06081 1.77386  0.001
H: -1.42372 2.69725 -3.17937  0.011
H: 3.90466 1.30971 -4.78068  -0.004
H: -0.07779 3.77627 -10.86611  0.000
H: -2.20894 -3.91997 -4.45635  -0.006
H: 1.17331 -6.45645 -0.00567  0.000
O: -0.30622 -1.66750 -0.44382  0.228
C: 4.48733 -0.60897 -0.68327  -0.039
C: -2.86696 -1.52315 3.46689  0.001
C: 3.52790 -0.74230 0.29816  0.037
C: -1.81761 2.37736 7.44762  0.000
C: 0.88441 3.53647 -8.40749  0.004
H: -3.85443 4.38381 7.00355  0.000
H: 4.13446 1.99355 -6.95428  0.000
C: -1.08842 2.13377 -2.30116  -0.098
C: 0.69935 1.15770 -0.94148  0.109
C: 2.28418 -3.77492 2.49882  0.002
C: 3.31140 -3.03709 4.62526  -0.001
H: 2.74029 -7.06493 1.89125  0.000
C: 1.19262 1.90260 -3.18377  0.054
H: -1.10727 5.04977 7.68360  0.000
C: 4.26554 0.18198 -1.79720  0.069
Tb: 0.43221 -0.67131 1.83872  3.962
H: -5.12988 -0.96298 -3.60204  -0.007
Cl: 3.63053 -1.88452 5.85982  0.000
C: -3.73679 -2.50899 -4.15618  0.197
H: -3.96725 -0.45834 -1.45526  0.028
C: -3.57654 -1.14584 -2.16016  0.129
H: -0.66622 -2.90463 5.68051  0.000

=====

# 2
This record from the Open Molecules 2025 dataset describes C4H5NOS2 as an isolated structure at a distorted geometry. The level of theory is wB97M-V/def2-TZVPD.

As for the molecular weight: 147.224 g/mol. The spin multiplicity is 1. Its HOMO-LUMO gap is 8.48 eV. For the relative energy (zero: lowest compared OMol25 entry of this formula, charge and spin), the calculation gives 106.01 kcal per mole.

Last column: Löwdin charge in e.
Element x y z (Å)
S: -0.96634 -1.35322 -0.18012  0.943
H: -3.22043 -1.07703 -0.27449  0.105
H: -1.19608 2.85599 -0.07361  0.190
O: -2.20447 0.98393 -0.21244  -0.082
C: -1.16725 1.64020 -0.11074  -0.230
H: -2.75600 -0.46512 1.55634  0.192
H: 3.91006 -0.51976 -0.67015  -0.045
C: -2.40183 -0.36570 0.21435  -0.482
C: 0.40827 -0.21811 0.19954  -0.773
N: 1.48002 -0.91406 0.23303  -0.375
C: 0.09206 1.18016 0.14966  -0.150
S: 2.72120 0.25328 -0.03382  0.655
H: 0.87272 1.91266 0.23632  0.052

=====

Number 1: electronic energy -4468.8835 Ha. Number 2: electronic energy -1081.6243 Ha.